(1)
{
  "formula": "C20H19N5O4S",
  "method": "ωB97M-V/def2-TZVPD",
  "elements": ["C", "C", "C", "C", "C", "O", "C", "N", "C", "C", "C", "C", "C", "O", "C", "O", "C", "N", "C", "O", "C", "C", "C", "S", "C", "N", "N", "C", "C", "N", "H", "H", "H", "H", "H", "H", "H", "H", "H", "H", "H", "H", "H", "H", "H", "H", "H", "H", "H"],
  "xyz": [[4.1020, -1.4868, 0.6976], [2.9922, -1.1736, -0.3307], [3.3487, -0.0136, -1.2313], [3.2060, 1.3830, -0.5577], [1.8726, 1.6039, 0.1295], [0.8650, 1.6609, -0.9221], [-0.4502, 1.9735, -0.5723], [-0.7414, 2.5243, 0.6118], [-2.0106, 2.8408, 0.8850], [-3.0468, 2.6173, -0.0343], [-2.7338, 2.0821, -1.3014], [-1.4093, 1.7434, -1.5552], [-1.3086, 1.2139, -2.9471], [-2.6804, 1.2514, -3.4505], [-3.4995, 1.8256, -2.4862], [-4.6971, 2.0401, -2.6200], [1.6618, 0.3681, 1.0625], [1.7658, -0.9023, 0.3983], [0.8060, -1.9025, 0.6760], [0.9138, -2.9890, 0.1231], [-0.1286, -1.8407, 1.7688], [0.2511, -1.9426, 3.1876], [-0.8107, -2.0549, 4.0356], [-2.3270, -1.9662, 3.1865], [-1.4907, -1.8603, 1.6294], [-2.2602, -1.7369, 0.4603], [-1.7676, -1.4386, -0.7905], [-2.8446, -1.4486, -1.5422], [-3.9831, -1.7309, -0.7630], [-3.6003, -1.9184, 0.4810], [5.0010, -1.8099, 0.1455], [3.7864, -2.3318, 1.3219], [4.3162, -0.5862, 1.2852], [2.9262, -2.0775, -0.9685], [4.3390, -0.1161, -1.6791], [2.6600, -0.0192, -2.0631], [4.0126, 1.5311, 0.1836], [3.2721, 2.1510, -1.2901], [1.9483, 2.5180, 0.7173], [-2.2599, 3.2535, 1.8673], [-4.0627, 2.8616, 0.2904], [-0.6822, 1.8918, -3.5550], [-0.9263, 0.1729, -2.9862], [2.3799, 0.4445, 1.9400], [0.6730, 0.4570, 1.5771], [1.2757, -1.9164, 3.5503], [-0.7427, -2.1318, 5.1384], [-2.8747, -1.2850, -2.6012], [-5.0365, -1.7299, -1.1024]],
  "nbo_charge": [-0.619, -0.045, -0.408, -0.419, 0.101, -0.516, 0.519, -0.461, 0.043, -0.225, -0.131, -0.079, -0.090, -0.485, 0.763, -0.545, -0.253, -0.457, 0.685, -0.586, -0.199, -0.217, -0.406, 0.450, 0.030, -0.052, -0.223, -0.084, -0.079, -0.216, 0.213, 0.220, 0.197, 0.244, 0.218, 0.216, 0.208, 0.221, 0.207, 0.206, 0.238, 0.215, 0.225, 0.190, 0.243, 0.230, 0.252, 0.227, 0.232],
  "relative_energy_kcal_mol": 11.5,
  "lumo_energy_ev": -0.2539,
  "total_energy_ha": -1746.44340,
  "charge": 0,
  "largest_force_ha_per_bohr": 0.082,
  "multiplicity": 1
}

(2)
{
  "formula": "C3H6N2",
  "method": "ωB97M-V/def2-TZVPD",
  "elements": ["C", "C", "C", "N", "N", "H", "H", "H", "H", "H", "H"],
  "xyz": [[-1.7546, -0.2784, -0.3451], [-0.7493, -1.0890, 0.1149], [-0.8369, 0.8845, -0.0148], [0.0524, -0.1929, 0.6453], [2.2341, -0.0429, -0.1989], [-2.8297, -0.3078, -0.5549], [-0.4165, -2.0570, 0.2439], [-0.3552, 1.2993, -0.9904], [-1.2230, 1.6708, 0.6630], [2.3901, -0.9770, -0.5624], [2.6058, -0.1292, 0.7374]],
  "nbo_charge": [-0.150, -0.059, -0.301, -0.281, -0.619, 0.211, 0.195, 0.222, 0.199, 0.285, 0.299],
  "relative_energy_kcal_mol": 23.9,
  "lumo_energy_ev": [1.1356, -1.0056],
  "s_squared": 2.030,
  "total_energy_ha": -227.20051,
  "charge": 0,
  "largest_force_ha_per_bohr": 0.050,
  "multiplicity": 3
}

(3)
{
  "formula": "C4H7NO3",
  "method": "ωB97M-V/def2-TZVPD",
  "elements": ["N", "C", "C", "C", "O", "C", "O", "O", "H", "H", "H", "H", "H", "H", "H"],
  "xyz": [[-0.4103, 0.6056, 1.4823], [-0.5562, 0.3242, 0.0557], [0.7695, 0.3201, -0.7254], [2.2870, 0.5652, 0.0064], [2.7217, 1.8028, -0.0945], [-1.4510, -0.9190, -0.2344], [-1.6833, -1.7123, 0.7229], [-1.9533, -1.0101, -1.3865], [0.4693, 0.2079, 1.7699], [-1.2106, 0.2448, 1.9679], [-1.1843, 1.1073, -0.3791], [0.8834, 1.2578, -1.2720], [0.7691, -0.4367, -1.5171], [2.1703, 0.1923, 1.0544], [2.8082, -0.2322, -0.5876]],
  "nbo_charge": [-0.863, -0.167, -0.484, 0.025, -0.958, 0.746, -0.832, -0.823, 0.353, 0.358, 0.162, 0.205, 0.180, 0.050, 0.048],
  "relative_energy_kcal_mol": 28.6,
  "lumo_energy_ev": 7.0665,
  "total_energy_ha": -437.01209,
  "charge": -2,
  "largest_force_ha_per_bohr": 0.048,
  "multiplicity": 1
}

(4)
{
  "formula": "C27H60BN10O2Pd",
  "method": "ωB97M-V/def2-TZVPD",
  "elements": ["Pd", "C", "N", "C", "C", "N", "C", "C", "N", "C", "C", "N", "C", "N", "C", "C", "N", "C", "C", "C", "C", "N", "C", "N", "C", "C", "N", "C", "C", "N", "C", "C", "H", "H", "H", "H", "H", "H", "H", "H", "H", "H", "H", "H", "H", "H", "H", "H", "H", "H", "H", "H", "H", "H", "H", "H", "H", "H", "H", "H", "H", "H", "H", "H", "H", "H", "H", "H", "H", "H", "H", "H", "H", "H", "H", "H", "H", "H", "H", "H", "C", "C", "C", "O", "B", "O", "C", "C", "C", "H", "H", "H", "H", "H", "H", "H", "H", "H", "H", "H", "H"],
  "xyz": [[-0.1267, -0.4489, -0.2379], [-2.7008, -2.8454, 1.0094], [-1.5005, -3.2198, 1.7303], [-1.0702, -4.6068, 1.6730], [-0.9337, -2.3309, 2.6637], [-0.5889, -1.1755, 2.1761], [-0.2113, -0.0797, 3.0630], [-0.3648, 1.2518, 2.3488], [0.5057, 1.3799, 1.1657], [0.2676, 2.6560, 0.4803], [0.4743, 2.5355, -1.0540], [-0.5297, 1.6370, -1.5429], [-1.4315, 2.0280, -2.5056], [-1.1607, 2.9673, -3.4256], [0.1921, 3.1942, -3.9566], [-2.1946, 3.8768, -3.9449], [-2.6384, 1.4637, -2.5312], [-3.2308, 0.8711, -1.3242], [-3.3045, 1.1330, -3.8021], [1.9469, 1.1767, 1.4646], [2.4127, -0.2196, 1.0858], [2.1675, -0.4483, -0.3342], [3.1945, -0.6341, -1.1341], [4.4739, -0.8343, -0.6589], [4.7799, -1.9437, 0.2383], [5.4965, 0.1928, -0.8479], [3.0736, -0.6436, -2.4811], [4.1551, -1.0702, -3.3734], [1.8807, -0.2018, -3.1772], [-0.7965, -2.7749, 3.9217], [0.4002, -2.4842, 4.7339], [-1.7550, -3.7076, 4.5310], [-2.5773, -3.0998, -0.0400], [-2.8927, -1.7870, 1.1335], [-3.5445, -3.4184, 1.4122], [0.0193, -4.6513, 1.7000], [-1.4340, -5.0351, 0.7438], [-1.4673, -5.1934, 2.5058], [0.8017, -0.1927, 3.4440], [-0.8728, -0.0774, 3.9324], [-0.1768, 2.0550, 3.0695], [-1.3982, 1.3379, 2.0122], [0.9336, 3.4389, 0.8523], [-0.7553, 2.9832, 0.6671], [1.4621, 2.1020, -1.2406], [0.4182, 3.5282, -1.4950], [0.8775, 2.4238, -3.6187], [0.5602, 4.1796, -3.6715], [0.1498, 3.1596, -5.0456], [-3.1155, 3.7722, -3.3808], [-2.3953, 3.7006, -5.0023], [-1.8194, 4.8950, -3.8412], [-2.6825, -0.0086, -1.0190], [-4.2545, 0.5861, -1.5510], [-3.2465, 1.5879, -0.5058], [-2.7080, 1.4601, -4.6465], [-4.2932, 1.5872, -3.8615], [-3.4048, 0.0475, -3.8473], [2.1758, 1.3898, 2.5145], [2.5214, 1.8834, 0.8672], [1.8607, -0.9729, 1.6537], [3.4597, -0.3010, 1.3680], [3.9018, -2.5757, 0.3655], [5.1165, -1.5990, 1.2232], [5.5809, -2.5589, -0.1772], [5.1114, 0.9982, -1.4758], [6.3937, -0.2126, -1.3275], [5.8010, 0.6183, 0.1153], [4.9237, -1.5935, -2.8200], [4.6018, -0.2133, -3.8833], [3.7458, -1.7417, -4.1287], [1.4799, -1.0055, -3.7956], [2.1289, 0.6347, -3.8411], [1.1185, 0.0940, -2.4739], [1.2355, -2.1972, 4.1030], [0.6808, -3.3909, 5.2646], [0.2046, -1.7057, 5.4708], [-2.6951, -3.7162, 3.9836], [-1.9576, -3.3725, 5.5463], [-1.3515, -4.7201, 4.5883], [-0.6295, -2.7496, -5.0912], [-1.2791, -2.8559, -3.7252], [-2.7737, -3.0891, -3.8809], [-1.1255, -1.5523, -3.0519], [-0.6988, -1.7651, -1.7771], [-0.4572, -3.0950, -1.4888], [-0.5771, -3.8646, -2.7431], [0.8337, -4.2447, -3.1541], [-1.3871, -5.1161, -2.4610], [-1.1373, -1.9751, -5.6696], [-0.7271, -3.6928, -5.6344], [0.4284, -2.4933, -5.0296], [-3.1933, -2.2964, -4.5037], [-3.2903, -3.0791, -2.9167], [-2.9757, -4.0396, -4.3761], [1.4649, -3.3604, -3.2840], [0.8297, -4.8181, -4.0835], [1.2783, -4.8651, -2.3751], [-2.3561, -4.8934, -2.0107], [-0.8226, -5.7717, -1.7944], [-1.5669, -5.6713, -3.3842]],
  "lowdin_spin": [1.265, 0.062, 0.457, 0.043, 0.004, 0.324, 0.036, 0.009, 0.017, 0.048, 0.069, 0.634, 0.046, 0.080, 0.006, 0.008, 0.087, 0.035, 0.009, 0.001, 0.010, 0.137, 0.012, 0.013, 0.001, 0.001, -0.001, 0.000, 0.010, 0.012, 0.000, 0.003, 0.018, 0.005, 0.028, 0.012, 0.004, 0.023, 0.010, 0.010, 0.003, 0.001, 0.007, 0.000, 0.024, 0.001, 0.001, 0.003, 0.003, 0.001, 0.003, 0.004, 0.034, 0.002, 0.001, 0.000, 0.002, 0.005, 0.000, 0.001, 0.003, 0.002, 0.000, 0.000, 0.001, 0.000, 0.001, 0.000, 0.000, 0.000, 0.000, 0.000, 0.001, 0.010, 0.001, -0.001, 0.002, 0.001, 0.000, 0.003, 0.001, 0.012, 0.001, 0.043, 0.208, 0.050, 0.013, 0.002, 0.001, 0.000, 0.001, 0.000, 0.000, 0.000, 0.000, 0.000, 0.001, 0.000, 0.000, 0.000, 0.001],
  "lumo_energy_ev": [-6.6437, -11.1625],
  "s_squared": 6.044,
  "total_energy_ha": -1914.57662,
  "charge": 3,
  "largest_force_ha_per_bohr": 0.019,
  "multiplicity": 5
}

Q: charge of number 2 (C3H6N2)?
A: 0

Q: What is the multiplicity in the third record?
A: 1

Copy entry 3 word for word.
{
  "formula": "C4H7NO3",
  "method": "ωB97M-V/def2-TZVPD",
  "elements": ["N", "C", "C", "C", "O", "C", "O", "O", "H", "H", "H", "H", "H", "H", "H"],
  "xyz": [[-0.4103, 0.6056, 1.4823], [-0.5562, 0.3242, 0.0557], [0.7695, 0.3201, -0.7254], [2.2870, 0.5652, 0.0064], [2.7217, 1.8028, -0.0945], [-1.4510, -0.9190, -0.2344], [-1.6833, -1.7123, 0.7229], [-1.9533, -1.0101, -1.3865], [0.4693, 0.2079, 1.7699], [-1.2106, 0.2448, 1.9679], [-1.1843, 1.1073, -0.3791], [0.8834, 1.2578, -1.2720], [0.7691, -0.4367, -1.5171], [2.1703, 0.1923, 1.0544], [2.8082, -0.2322, -0.5876]],
  "nbo_charge": [-0.863, -0.167, -0.484, 0.025, -0.958, 0.746, -0.832, -0.823, 0.353, 0.358, 0.162, 0.205, 0.180, 0.050, 0.048],
  "relative_energy_kcal_mol": 28.6,
  "lumo_energy_ev": 7.0665,
  "total_energy_ha": -437.01209,
  "charge": -2,
  "largest_force_ha_per_bohr": 0.048,
  "multiplicity": 1
}